(1)
Molecular formula: C53H79NO10
Method: DFT, ωB97M-V/def2-TZVPD

```
143
Properties=species:S:1:pos:R:3:forces:R:3
C -38.5738 2.3066 9.5121 0.2 0.1 -0.2
N -37.6576 3.4869 9.4755 0.2 -0.3 0.3
O -36.5465 3.3083 9.0227 -0.1 0.0 -0.1
O -38.0608 4.5375 9.9245 -0.3 0.1 -0.1
H -39.0397 2.2610 10.4897 0.0 0.1 0.0
H -37.9613 1.4355 9.3115 -0.1 -0.1 0.0
H -39.3109 2.4639 8.7296 -0.1 0.0 0.0
C -31.3849 3.4636 9.5055 -0.7 0.3 -0.5
C -32.5532 4.1302 9.8743 0.3 0.2 0.1
C -33.6897 3.4199 10.2149 -0.5 -0.2 -0.4
C -33.7266 2.0417 10.0436 0.3 -0.2 0.2
C -32.5843 1.3788 9.6130 0.3 -0.2 0.9
C -31.4174 2.0833 9.3835 0.6 0.3 -0.3
H -30.5230 4.0419 9.1987 0.1 -0.1 0.2
H -32.5901 5.2147 9.8678 0.1 0.0 0.2
H -34.5906 3.9303 10.5264 0.0 0.1 0.0
H -34.6061 1.4559 10.2801 -0.1 0.2 0.1
H -32.5045 0.2976 9.6654 -0.4 0.0 -0.4
H -30.5114 1.5747 9.0704 -0.1 -0.1 0.0
C -35.1693 -1.7943 11.4597 0.2 -0.5 -0.3
C -34.0461 -2.4034 11.9985 0.0 0.0 0.8
C -33.4885 -1.9154 13.1823 -0.2 -0.3 -0.5
C -34.0764 -0.8339 13.8188 0.1 -0.1 0.1
C -35.2204 -0.2508 13.2893 0.0 0.2 -0.1
C -35.7301 -0.6818 12.0707 0.0 -0.2 0.1
H -35.6220 -2.2931 10.6093 -0.1 0.5 -0.2
H -33.6514 -3.3191 11.5779 0.0 0.1 -0.2
H -32.6514 -2.4588 13.6028 0.1 0.3 0.1
H -33.6470 -0.4415 14.7328 -0.1 -0.1 0.1
H -35.7315 0.5149 13.8571 0.1 0.2 -0.2
H -36.5656 -0.1723 11.6057 -0.2 -0.1 0.2
C -28.3249 4.0712 11.3965 -0.3 -0.6 -0.2
C -27.4282 3.9038 10.3488 0.3 0.2 0.6
C -26.2627 4.6658 10.3578 -0.4 0.1 -0.5
C -26.1148 5.6990 11.2730 0.3 -0.5 0.0
C -27.0415 5.8732 12.2961 0.7 0.3 -0.3
C -28.1192 5.0169 12.3882 -0.2 0.1 0.1
H -29.1691 3.3896 11.4332 -0.1 0.2 0.1
H -27.6187 3.1654 9.5810 0.1 -0.1 0.0
H -25.4950 4.4726 9.6169 0.0 0.2 0.0
H -25.2121 6.2935 11.2046 -0.1 0.2 0.2
H -26.8578 6.6614 13.0144 -0.2 0.0 0.1
H -28.7955 5.0943 13.2297 -0.1 0.0 -0.1
C -35.4326 4.2218 13.5561 0.0 -0.2 0.2
C -35.4449 3.3629 14.6448 -0.4 0.1 0.2
C -36.6285 2.6954 14.9606 0.6 -0.3 -0.2
C -37.7656 2.8590 14.1901 -0.4 -0.4 -0.1
C -37.7400 3.6430 13.0448 0.7 0.5 0.1
C -36.5698 4.3481 12.7698 0.3 0.1 -0.3
H -34.5270 4.7503 13.2850 0.0 0.1 0.0
H -34.5766 3.2400 15.2794 0.1 -0.1 -0.1
H -36.6064 1.9100 15.7076 -0.2 0.4 0.4
H -38.6616 2.3306 14.4957 0.0 -0.1 -0.2
H -38.5469 3.7399 12.3316 -0.3 0.0 0.3
H -36.4995 5.0214 11.9231 -0.2 -0.2 -0.1
C -27.8786 8.9226 8.5738 -0.4 -0.1 0.0
C -27.9908 7.5352 8.5384 0.3 -0.1 0.6
C -29.1309 6.9094 9.0268 -0.1 0.1 0.3
C -30.1875 7.6673 9.5243 0.0 0.3 0.3
C -30.0594 9.0447 9.6170 0.4 0.5 -0.5
C -28.9032 9.6703 9.1426 -0.2 -0.1 -0.5
H -27.0255 9.4202 8.1314 0.1 0.0 0.1
H -27.1292 6.9297 8.2808 -0.1 0.0 -0.4
H -29.1739 5.8297 9.0972 0.0 0.0 -0.2
H -31.1161 7.2284 9.8697 0.1 -0.2 0.0
H -30.8626 9.6871 9.9552 -0.1 -0.3 0.2
H -28.8591 10.7520 9.0898 0.1 0.0 0.3
C -34.2202 -1.2567 7.3817 0.1 -0.5 -0.1
C -34.1569 -2.3199 6.4881 0.1 0.0 0.1
C -35.3187 -2.7650 5.8825 -0.3 -0.1 0.0
C -36.5461 -2.1935 6.2007 0.0 -0.3 -0.2
C -36.6311 -1.1975 7.1590 0.4 0.2 -0.4
C -35.4493 -0.7254 7.7186 -0.2 0.7 0.4
H -33.3035 -0.8859 7.8195 -0.1 0.1 0.1
H -33.2054 -2.8017 6.3018 0.0 0.1 -0.2
H -35.3212 -3.5616 5.1492 0.2 0.0 0.0
H -37.4108 -2.5608 5.6608 -0.1 0.1 0.2
H -37.5715 -0.7098 7.3785 -0.1 -0.1 0.1
H -35.4777 0.1213 8.3992 0.0 -0.1 0.0
C -36.5664 4.9452 5.7540 -0.3 -0.2 -0.4
O -35.2704 5.4211 5.9855 0.1 0.1 -0.3
C -35.2201 6.3322 7.0526 -0.2 -0.1 0.6
C -33.7908 6.6117 7.4236 0.1 0.1 0.1
O -33.1775 7.3741 6.4149 -0.3 0.1 -0.6
C -31.7731 7.4003 6.4061 0.0 -0.2 0.2
H -36.9381 4.3568 6.6029 0.0 0.2 0.1
H -36.5468 4.2892 4.8822 0.2 0.0 0.1
H -37.2634 5.7578 5.5107 0.0 0.0 0.2
H -35.7155 5.8745 7.9259 0.1 0.1 0.0
H -35.7432 7.2821 6.8628 0.0 -0.1 -0.4
H -33.2864 5.6428 7.5433 0.1 0.1 0.1
H -33.7845 7.1839 8.3634 0.1 -0.3 0.1
H -31.3737 8.1424 7.1036 0.0 0.0 0.0
H -31.4574 7.6459 5.3934 0.0 0.1 0.0
H -31.3537 6.4169 6.6608 0.0 0.0 0.0
C -31.7003 1.7803 5.8668 0.1 0.5 -0.2
O -30.3620 2.2282 5.9807 0.4 -0.3 0.4
C -30.1134 3.5169 5.4924 -1.0 0.7 -0.7
C -29.8494 3.5090 3.9798 0.4 -1.0 0.0
O -29.0872 4.5897 3.5039 0.0 0.1 0.1
C -29.5827 5.8558 3.8855 -0.2 0.1 -0.6
H -31.8900 1.3565 4.8753 -0.1 -0.1 0.0
H -32.3827 2.6247 6.0255 -0.1 -0.2 0.1
H -31.8672 1.0306 6.6354 0.0 -0.1 0.0
H -29.2698 3.9764 6.0081 0.2 -0.3 0.1
H -31.0011 4.1489 5.6751 0.2 0.0 0.2
H -30.7676 3.3599 3.3932 -0.2 0.4 0.2
H -29.2648 2.6005 3.7874 0.1 0.2 0.0
H -29.0265 6.5968 3.3115 0.1 0.0 0.2
H -29.4636 6.0441 4.9534 0.0 0.1 0.0
H -30.6349 5.9816 3.5952 0.0 -0.1 0.2
C -28.2729 0.4942 15.3694 0.5 0.2 0.0
O -27.2742 -0.4003 14.9025 -0.2 0.2 -0.2
C -27.6491 -1.2277 13.8058 0.2 0.0 0.5
C -28.5266 -0.6197 12.7382 0.8 0.0 -0.2
O -29.8410 -0.4402 13.1657 -0.5 0.0 -0.1
C -30.6726 0.0321 12.1148 0.2 -0.1 0.4
H -28.4169 1.3184 14.6623 -0.3 -0.2 -0.1
H -27.8822 0.9617 16.2735 0.0 -0.3 0.1
H -29.2082 -0.0253 15.5703 -0.1 0.1 0.0
H -28.1008 -2.1498 14.1935 -0.1 0.0 -0.1
H -26.6936 -1.4720 13.3383 -0.1 -0.2 -0.1
H -28.4641 -1.3040 11.8769 -0.2 0.0 0.0
H -28.0620 0.3291 12.4180 -0.2 0.0 0.0
H -31.6448 0.2817 12.5324 0.0 0.0 0.1
H -30.8053 -0.7567 11.3654 0.0 0.1 -0.2
H -30.2377 0.9321 11.6706 0.0 0.0 -0.2
C -37.7667 7.8739 11.7875 -1.1 0.2 0.3
O -36.4809 8.4255 11.7042 -0.3 0.4 0.1
C -36.0588 8.6745 10.3833 0.9 -0.3 0.4
C -34.7211 9.3939 10.3870 -0.1 0.4 -0.8
O -33.5730 8.5774 10.4784 0.0 0.1 0.3
C -33.5245 7.8028 11.6479 0.0 -1.6 0.1
H -38.4702 8.2237 11.0184 0.5 -0.1 -0.4
H -38.2770 8.2304 12.6891 0.5 -0.2 0.3
H -37.7574 6.7832 11.8004 0.0 0.0 -0.1
H -36.7678 9.3134 9.8493 -0.2 -0.2 0.0
H -35.8865 7.7144 9.8754 -0.4 0.1 -0.3
H -34.6967 10.2106 11.1169 -0.1 -0.2 0.2
H -34.6560 9.8474 9.3918 0.2 0.1 0.1
H -34.2689 6.9884 11.6401 -0.3 0.4 0.0
H -33.6403 8.3397 12.5918 0.0 0.3 -0.2
H -32.5956 7.2232 11.6538 0.3 0.6 0.0
```
Positions in Å, forces in eV/Å.

Results
Structure (SMILES): C[N+](=O)[O-].c1ccccc1.c1ccccc1.c1ccccc1.c1ccccc1.c1ccccc1.c1ccccc1.COCCOC.COCCOC.COCCOC.COCCOC
HOMO, eV: -9.06
Lowest unoccupied orbital energy, eV: -0.15

=====

(2)
Molecular formula: C31H53BrNO3P3V
Method: DFT, ωB97M-V/def2-TZVPD

```
93
Properties=species:S:1:pos:R:3:forces:R:3
C -4.1626 -0.5454 0.7276 0.6 -0.2 0.0
C -3.1251 -1.4891 0.4935 -1.7 0.2 -1.4
C -3.4441 -2.5652 -0.3797 0.3 0.4 0.4
C -4.7114 -2.6204 -0.9645 -0.2 0.0 0.0
N -5.6856 -1.7135 -0.7604 1.1 0.1 0.5
C -5.3928 -0.7080 0.0878 -0.3 -0.1 -0.1
C -1.8260 -1.3397 1.0508 2.8 -0.5 2.4
C -0.7882 -1.4321 1.7945 -2.9 -0.3 -1.1
C -0.1806 -1.9444 2.9957 1.1 -0.2 1.1
C 1.1869 -1.7066 3.2660 -0.3 -0.1 0.1
C 1.7986 -2.1952 4.4246 -0.3 0.0 -0.2
C 1.0330 -2.9363 5.3362 -0.1 0.0 0.0
C -0.3289 -3.1914 5.0988 0.2 0.2 -0.2
C -0.9266 -2.6980 3.9370 0.0 0.1 -0.2
V -0.1106 -0.2343 0.1530 -0.3 0.6 1.6
P -1.0332 0.6639 -1.8084 -1.5 1.3 -3.1
H -2.6955 -3.3347 -0.5931 -0.3 0.2 0.0
H -3.9854 0.3053 1.3927 -0.1 -0.3 -0.2
H -4.9573 -3.4471 -1.6466 0.1 0.4 0.3
H -6.1953 0.0227 0.2638 0.4 -0.4 -0.1
H -1.9864 -2.8917 3.7443 0.4 0.1 0.1
H 1.7558 -1.1244 2.5350 0.0 -0.2 0.3
H -0.9108 -3.7713 5.8208 0.2 0.2 -0.3
H 2.8573 -2.0043 4.6211 -0.4 -0.1 -0.1
C 0.1025 1.6638 -2.9176 0.3 0.0 0.4
C -0.2180 1.7978 -4.4118 -0.2 -0.1 -0.2
H 1.0969 1.1998 -2.7852 -0.3 0.2 -0.3
H 0.1785 2.6591 -2.4403 -0.1 -0.4 -0.2
H 0.5706 2.3804 -4.9224 -0.3 -0.3 0.3
H -0.2649 0.8096 -4.9010 0.0 0.4 0.2
H -1.1783 2.3078 -4.5883 0.4 -0.2 0.1
C -1.7482 -0.6645 -2.9206 0.4 -0.3 0.3
C -2.9613 -0.3633 -3.8086 -0.2 0.2 -0.1
H -2.0058 -1.4789 -2.2214 0.1 0.2 -0.3
H -0.8991 -1.0360 -3.5225 -0.3 0.1 0.2
H -3.2681 -1.2802 -4.3442 0.2 0.4 0.3
H -3.8265 -0.0383 -3.2069 0.3 -0.1 -0.2
H -2.7513 0.4112 -4.5644 -0.1 -0.3 0.3
C -2.4763 1.7968 -1.4398 0.1 -0.3 0.6
C -2.9461 2.8259 -2.4753 0.1 0.1 -0.3
H -2.1856 2.3120 -0.5089 -0.2 -0.1 -0.3
H -3.2976 1.1150 -1.1520 0.3 0.3 -0.1
H -3.7875 3.4146 -2.0664 0.4 -0.3 -0.1
H -2.1418 3.5381 -2.7301 -0.3 -0.3 0.1
H -3.2934 2.3555 -3.4084 0.1 0.2 0.4
Br 1.8508 -3.6089 6.9244 -0.3 0.3 -0.6
P 1.5391 -1.8053 -0.5947 2.2 -2.3 -0.9
C 1.6618 -2.0299 -2.4561 -0.6 0.4 0.1
C 2.9105 -2.6488 -3.0981 0.3 -0.1 0.1
H 1.5100 -1.0136 -2.8622 0.1 -0.3 0.0
H 0.7543 -2.5981 -2.7336 0.3 0.2 0.1
H 2.8060 -2.6602 -4.1988 0.0 0.0 0.5
H 3.8154 -2.0626 -2.8622 -0.4 -0.2 -0.1
H 3.0817 -3.6856 -2.7686 -0.1 0.4 -0.1
C 3.3218 -1.5082 -0.0701 -0.3 0.8 0.2
C 4.2957 -2.6836 0.0838 -0.1 -0.4 -0.1
H 3.2401 -0.9781 0.8947 0.1 -0.2 -0.3
H 3.7111 -0.7543 -0.7811 -0.1 -0.4 0.2
H 5.2768 -2.3222 0.4438 -0.5 -0.1 -0.2
H 3.9235 -3.4125 0.8242 0.2 0.3 -0.3
H 4.4651 -3.2186 -0.8640 -0.1 0.2 0.4
C 1.1400 -3.5175 0.0597 -0.5 0.4 0.4
C 1.5977 -4.7718 -0.6938 0.2 -0.1 -0.4
H 0.0384 -3.5155 0.1490 0.4 -0.1 0.0
H 1.5097 -3.5252 1.1017 -0.1 0.0 -0.4
H 1.2226 -5.6772 -0.1822 0.1 0.5 -0.2
H 1.2018 -4.7918 -1.7242 0.2 0.0 0.4
H 2.6953 -4.8529 -0.7501 -0.5 0.0 0.0
C -1.7174 3.9962 3.2418 0.0 0.4 0.3
C -1.3269 3.3633 1.9096 -1.3 1.5 1.0
O -0.8775 2.0443 2.1519 0.9 -1.2 -2.5
P 0.7093 1.7189 1.5669 -1.5 -0.2 4.2
O 1.1034 2.7462 2.9022 0.8 -2.4 -3.9
C 2.2684 3.5324 2.7709 2.1 1.3 1.4
C 1.8999 4.9966 2.5717 -0.2 0.2 0.1
O 2.2550 1.3399 0.9421 -0.4 1.8 2.3
C 2.3637 1.7496 -0.3852 1.7 0.6 -1.4
C 2.2475 3.2611 -0.6426 0.0 -0.2 -0.2
H -2.4994 3.3770 3.7338 0.5 0.4 -0.3
H -2.1243 5.0149 3.0751 0.2 -0.6 0.1
H -0.8447 4.0625 3.9221 -0.6 0.0 -0.4
H -2.2509 3.3336 1.3076 0.5 -0.2 -0.1
H -0.5913 4.0014 1.3799 -0.2 -0.4 0.2
H 2.8261 3.4477 3.7274 -0.4 -0.1 -0.4
H 2.9845 3.2046 2.0055 -0.6 -0.2 0.1
H 1.2435 5.3385 3.4004 0.4 -0.1 -0.6
H 2.8202 5.6166 2.5691 -0.5 -0.4 0.0
H 1.3751 5.1423 1.6078 0.2 0.1 0.4
H 3.3633 1.4494 -0.7553 -0.5 -0.1 0.2
H 1.6413 1.1534 -0.9137 -0.5 0.0 -1.0
H 3.0520 3.8151 -0.1193 -0.5 -0.3 -0.2
H 2.3682 3.4555 -1.7285 -0.1 -0.1 0.6
H 1.2582 3.6565 -0.3374 0.3 -0.1 0.0
```
Positions in Å, forces in eV/Å.

Results
Total charge: +2
HOMO (alpha / beta), eV: -13.65 / -13.66
Spin multiplicity: 4
Lowest unoccupied orbital energy (alpha / beta), eV: -7.50 / -7.77
ΔE to the lowest compared entry with this formula, charge and spin, kJ/mol: 333.6

=====

(3)
Molecular formula: C2H10NO4
Method: DFT, ωB97M-V/def2-TZVPD

```
17
Properties=species:S:1:pos:R:3:forces:R:3
O -1.1255 -0.7496 -1.0157 -0.1 1.4 0.1
C -1.5910 -0.8133 0.1568 1.1 -3.7 -0.4
O 1.2830 0.0875 -1.9970 -0.5 0.3 0.4
C -2.2936 0.2924 0.8422 4.7 2.2 1.9
N -1.6042 1.4357 0.6170 -3.0 -2.2 -2.6
H 1.9857 -0.2969 -1.3766 0.1 -0.2 0.1
H -1.8736 -1.8635 0.3941 0.1 0.3 0.7
H -2.6772 0.2130 1.8699 -1.6 -0.2 -0.8
H -2.2497 2.1996 0.3777 0.7 0.9 1.2
H -0.1984 -0.9106 0.8700 -0.8 0.8 0.1
H -0.9854 1.1785 -0.1753 0.3 1.2 0.0
H 1.8143 -0.0280 0.8866 1.0 -0.2 -0.2
H 3.5098 -1.1707 -0.0769 -0.2 0.1 0.1
O 2.7860 -0.5305 -0.1317 -0.3 0.1 -0.3
H 1.5273 -0.0040 -2.9238 0.1 -0.2 0.0
H 1.7290 0.8703 2.2209 -0.2 0.0 0.2
O 1.2243 0.3255 1.6059 -1.4 -0.6 -0.5
```
Positions in Å, forces in eV/Å.

Results
Total charge: +1
HOMO, eV: -13.39
Lowest unoccupied orbital energy, eV: -9.06
ΔE to the lowest compared entry with this formula, charge and spin, kJ/mol: 1114.9

=====

(4)
Molecular formula: C12H12BN9O2Re
Method: DFT, ωB97M-V/def2-TZVPD

```
37
Properties=species:S:1:pos:R:3:forces:R:3
Re -1.2855 -1.4882 -1.4822 0.2 -0.1 -0.2
C 2.7857 -1.8796 -1.8769 0.0 0.0 0.0
C 1.5305 -2.2253 -2.2302 0.1 0.0 0.0
N 0.6204 -1.4639 -1.4819 -0.1 -0.1 -0.1
N 1.3678 -0.6372 -0.6532 0.0 0.0 -0.1
C 2.6451 -0.8708 -0.8728 0.1 0.0 0.0
B 0.5396 0.3052 0.2965 -0.1 0.2 0.2
N -0.3952 -0.6688 1.1134 -0.1 0.0 0.0
C -0.4581 -0.9437 2.4078 0.0 0.0 0.1
C -1.3738 -1.9927 2.6237 0.0 0.0 0.0
C -1.8408 -2.3302 1.3879 0.2 -0.1 0.1
N -1.2415 -1.5169 0.4507 -0.1 0.0 0.1
N -0.4068 1.1165 -0.6618 -0.1 0.0 0.0
C -0.4595 2.4111 -0.9488 0.0 0.1 0.0
C -1.3739 2.6226 -1.9960 0.0 0.0 0.0
C -1.8497 1.3842 -2.3210 0.1 0.1 -0.1
N -1.2583 0.4543 -1.4997 -0.1 0.0 -0.1
N 1.3201 1.1783 1.1671 0.0 -0.1 -0.1
C 0.8689 2.0785 2.1056 0.1 0.0 0.1
C 1.9623 2.6519 2.6795 0.0 0.1 -0.2
C 3.0673 2.0574 2.0218 0.1 0.0 0.0
N 2.6907 1.1771 1.1225 -0.1 0.0 0.1
H 3.7110 -2.2777 -2.2625 0.0 0.0 0.0
H 1.1950 -2.9467 -2.9621 -0.1 0.0 0.0
H 3.3869 -0.3113 -0.3137 0.0 0.0 0.0
H 0.1434 -0.3977 3.1213 0.0 0.0 0.0
H -1.6440 -2.4342 3.5694 0.0 0.0 0.0
H -2.5497 -3.0957 1.1089 0.0 0.0 -0.1
H 0.1427 3.1254 -0.4052 0.0 0.0 0.0
H -1.6339 3.5648 -2.4505 0.0 0.0 0.0
H -2.5663 1.1037 -3.0790 0.0 -0.1 0.0
H -0.1825 2.2426 2.2923 0.0 0.0 0.0
H 1.9844 3.4333 3.4198 0.0 -0.1 0.1
H 4.1167 2.2502 2.1825 0.0 0.0 0.0
O -5.6112 -1.8418 -1.7249 0.2 0.4 0.7
N -4.5539 -2.0625 -2.0882 0.1 -0.8 -1.4
O -3.3938 -1.7721 -1.7604 -0.5 0.5 0.8
```
Positions in Å, forces in eV/Å.

Results
Total charge: +3
HOMO (alpha / beta), eV: -17.93 / -17.95
Spin multiplicity: 3
Lowest unoccupied orbital energy (alpha / beta), eV: -13.96 / -13.53
ΔE to the lowest compared entry with this formula, charge and spin, kJ/mol: 20.1

=====

(5)
Molecular formula: C9H22BBr2O4PS2
Method: DFT, ωB97M-V/def2-TZVPD

```
41
Properties=species:S:1:pos:R:3:forces:R:3
C 0.5859 -0.5857 3.9072 -0.5 -0.1 0.0
C -0.5826 -0.8288 2.9373 0.4 0.7 0.0
B -0.1424 -0.7673 1.4297 -0.5 -0.5 0.5
O 1.0917 -1.2052 1.1257 0.2 0.1 -0.8
P -1.3181 0.0745 0.0970 1.3 0.1 0.5
S -0.7666 -0.1332 -2.0050 -0.1 -0.4 -0.7
S -2.9273 1.3246 0.9145 -0.8 0.3 0.2
C -0.2062 1.6602 0.1875 -0.3 -0.1 0.0
O 1.0857 1.3871 -0.2822 0.0 -0.1 0.2
C 1.6032 2.2417 -1.2696 0.5 -0.2 -0.6
O 2.4312 1.5081 -2.1230 -0.2 0.3 0.3
C 3.7115 1.2040 -1.5896 0.2 0.0 -0.3
C 3.9018 -0.2770 -1.3587 0.4 -0.5 0.2
O 5.1416 -0.6610 -1.9537 -0.1 -0.6 0.1
C -2.5850 -1.3820 -0.0501 -0.4 -0.2 -0.7
Br -1.6606 -3.0812 0.2247 0.2 0.3 0.0
C -3.4183 -1.4761 -1.3156 -0.6 -0.2 0.4
C -4.1338 -0.1895 -1.6708 -0.1 -0.4 0.2
Br -4.8630 -2.8236 -1.0158 0.2 0.1 0.0
H 1.5097 -0.9961 3.5328 0.3 -0.1 0.0
H 0.3514 -1.0229 4.8685 0.1 -0.2 0.3
H 0.7003 0.4752 4.0851 0.2 0.3 -0.1
H -1.3426 -0.0868 3.1607 -0.4 0.1 0.0
H -1.0500 -1.7844 3.1409 -0.1 -0.4 -0.1
H 1.2691 -1.1605 0.1716 0.1 0.0 0.4
H 0.4990 -0.5735 -2.0198 0.1 0.2 0.3
H -2.5198 1.5649 2.1665 0.4 0.0 0.0
H -0.7171 2.4508 -0.3502 0.0 0.2 -0.3
H -0.1693 1.9690 1.2340 0.0 0.0 0.3
H 2.1818 3.0519 -0.8206 0.0 0.1 0.3
H 0.8198 2.6697 -1.8874 -0.3 -0.1 -0.1
H 4.4667 1.5135 -2.3067 0.0 0.0 -0.2
H 3.9132 1.7434 -0.6708 -0.2 0.3 0.2
H 3.9429 -0.4918 -0.2912 -0.1 0.0 0.2
H 3.0848 -0.8575 -1.7848 -0.2 0.1 -0.2
H 5.2441 -1.6182 -1.8150 0.1 0.5 -0.1
H -3.2704 -1.2787 0.7743 0.0 0.0 0.5
H -2.8651 -1.8833 -2.1394 0.3 -0.1 -0.3
H -4.6286 0.1900 -0.7883 -0.1 0.2 0.2
H -3.4551 0.5543 -2.0685 0.2 0.2 -0.1
H -4.9132 -0.4186 -2.3813 0.0 0.1 -0.4
```
Positions in Å, forces in eV/Å.

Results
Structure (SMILES): CCB(O)P(S)(S)(COCOCCO)[C@H](Br)[C@H](C)Br
HOMO, eV: -8.67
Lowest unoccupied orbital energy, eV: -0.04
ΔE to the lowest compared entry with this formula, charge and spin, kJ/mol: 56.0